{"formula": "C26H46O14", "method": "ωB97M-V/def2-TZVPD", "species": ["C", "O", "C", "O", "O", "C", "H", "H", "H", "H", "H", "H", "C", "O", "C", "O", "O", "C", "H", "H", "H", "H", "H", "H", "C", "C", "C", "O", "C", "H", "H", "H", "H", "H", "H", "H", "H", "C", "C", "C", "O", "C", "H", "H", "H", "H", "H", "H", "H", "H", "O", "C", "O", "C", "C", "C", "H", "H", "H", "H", "H", "H", "O", "C", "O", "C", "C", "C", "H", "H", "H", "H", "H", "H", "O", "C", "O", "C", "C", "C", "H", "H", "H", "H", "H", "H"], "positions_angstrom": [[5.668064, 1.437321, 1.713237], [4.385004, 2.058951, 1.748587], [3.914904, 2.306521, 2.988057], [4.457274, 2.100091, 4.096557], [2.765624, 2.884901, 2.808117], [1.945994, 3.223721, 3.958907], [6.524674, 2.059681, 1.972017], [5.885134, 1.069101, 0.710547], [5.664374, 0.579741, 2.386027], [1.141064, 3.897451, 3.665177], [2.424784, 3.714161, 4.806447], [1.564574, 2.291071, 4.374557], [-4.507316, -1.857229, -4.717153], [-4.106736, -1.833709, -3.299513], [-3.203436, -2.847819, -2.890563], [-2.918216, -3.914289, -3.480873], [-2.818846, -2.478079, -1.668843], [-1.876166, -3.295699, -0.929453], [-5.103226, -0.965419, -4.911253], [-5.030126, -2.776119, -4.982493], [-3.687246, -1.845079, -5.435093], [-1.571216, -2.736629, -0.044843], [-0.962306, -3.414999, -1.511443], [-2.383766, -4.220459, -0.655103], [1.322114, 0.485601, -0.044803], [0.345914, 1.511981, -0.554913], [-0.810846, 1.207171, 0.372577], [-0.868626, -0.195229, 0.376057], [0.541864, -0.739079, 0.224547], [1.650664, 0.920081, 0.899327], [2.189154, 0.364251, -0.694113], [0.165754, 1.252721, -1.598193], [0.638494, 2.561361, -0.590813], [-1.729446, 1.673721, 0.016777], [-0.685216, 1.722331, 1.324907], [0.601214, -1.461189, -0.589783], [0.911794, -1.127509, 1.173427], [-5.817406, 1.582771, 2.097037], [-4.274516, 1.517731, 2.219767], [-3.938456, 0.145381, 1.682157], [-5.143326, -0.570459, 2.078467], [-6.256916, 0.150281, 1.726847], [-6.238986, 2.382241, 1.487767], [-6.267846, 1.968971, 3.011397], [-3.858136, 1.851571, 3.170177], [-3.765516, 2.198191, 1.537127], [-3.242116, -0.386629, 2.330367], [-3.615216, 0.049881, 0.645577], [-7.001726, -0.258859, 2.409457], [-6.456116, -0.061719, 0.676377], [-0.433046, -1.980069, 3.479717], [-0.265246, -3.218909, 3.477407], [0.857304, -3.676469, 2.921537], [0.877334, -5.066309, 2.904407], [-0.559206, -5.486409, 3.110007], [-1.256646, -4.338949, 3.773467], [1.582464, -5.445449, 3.644107], [1.159264, -5.443889, 1.921527], [-0.603176, -6.367589, 3.750077], [-1.010556, -5.549389, 2.119847], [-1.171156, -4.555569, 4.838297], [-2.283316, -4.097399, 3.498327], [2.505824, 4.743271, -0.388333], [3.741744, 4.571271, -0.393673], [4.535334, 5.007391, 0.624667], [5.896614, 4.872771, 0.249667], [5.882534, 4.721061, -1.238083], [4.670574, 3.929261, -1.484393], [6.256704, 3.974651, 0.751467], [6.638594, 5.593171, 0.594067], [6.676584, 4.072521, -1.608213], [6.028184, 5.643701, -1.799893], [4.819174, 2.919371, -1.102113], [4.293184, 3.908001, -2.506753], [-2.427136, 0.615251, -5.370043], [-1.480896, -0.184209, -5.156893], [-1.334406, -1.227029, -5.945133], [-0.326836, -2.154729, -5.513013], [0.269664, -1.447279, -4.296953], [-0.453946, -0.160799, -4.103573], [0.359384, -2.413659, -6.319333], [-0.835386, -3.059809, -5.180883], [1.322874, -1.396699, -4.573183], [0.214554, -2.060999, -3.397843], [0.194544, 0.702161, -4.254773], [-0.910906, -0.124999, -3.114633]], "forces_ev_per_a": [[0.51, -1.08, 0.04], [0.71, 0.02, 0.70], [1.79, -0.19, 2.35], [-1.10, 0.20, -3.16], [-1.83, 1.23, 0.55], [0.06, -0.58, 0.42], [-0.37, 0.50, 0.33], [-0.57, 0.12, -0.13], [0.08, 0.01, 0.03], [0.15, -0.38, -0.59], [0.85, 0.02, -0.45], [-0.28, 0.02, -0.19], [0.32, -0.50, 0.14], [1.64, -1.85, -0.97], [-0.99, -1.16, -0.92], [-0.73, 3.50, 1.37], [0.19, 0.14, -0.34], [-0.18, 0.31, -0.36], [0.00, -0.19, 0.42], [-0.40, 0.03, 0.49], [0.47, 0.27, 0.54], [-0.50, 0.19, -0.05], [-0.19, -0.50, -0.17], [0.39, -0.13, -0.14], [1.61, 1.89, 0.20], [-0.17, 0.14, -0.77], [-0.12, 0.91, -1.29], [0.81, -1.38, 0.40], [-1.38, 0.93, 0.59], [0.53, -0.30, 0.17], [0.05, -0.18, 0.05], [-0.76, -0.01, -0.09], [0.42, -0.08, 0.47], [-0.44, -0.61, -0.37], [0.51, -0.53, 0.65], [-0.43, -0.11, 0.10], [-0.58, -0.62, -0.06], [-0.78, 1.25, 0.27], [0.42, 1.45, -1.85], [-0.61, -1.43, 2.94], [1.86, -1.84, -0.63], [0.23, 0.57, 0.79], [0.54, -0.19, -1.04], [0.12, -0.84, 0.69], [-0.31, -0.87, 0.34], [-0.34, 0.54, -0.23], [0.69, 0.29, -0.47], [-0.52, 0.13, -0.16], [-0.67, 0.33, -0.47], [-0.57, 0.55, -0.21], [0.05, -3.58, 0.76], [-1.26, 4.90, -1.26], [0.54, 0.53, 0.18], [0.06, -1.28, -0.35], [-0.73, -0.68, -0.36], [1.42, 0.63, 1.26], [-0.05, 0.01, 0.14], [0.53, 0.33, -0.01], [-0.32, -0.35, -0.67], [-0.02, -0.93, 0.02], [-0.48, 0.50, 0.32], [0.27, 0.00, -0.06], [3.88, -0.69, 0.14], [-3.34, 0.37, -0.87], [-0.69, 0.76, -0.13], [1.22, -1.09, 0.30], [2.33, -0.65, -1.11], [-2.43, 0.65, 1.16], [-0.03, -0.42, -0.27], [-0.94, 0.92, 0.22], [0.72, 0.20, 0.35], [-0.64, 0.21, 0.16], [0.06, -0.32, -0.25], [-0.26, 0.07, 0.35], [2.90, -2.09, 0.82], [-3.81, 2.97, -0.99], [-0.17, -1.05, -1.50], [-1.10, -0.01, 1.10], [1.96, -1.65, -0.12], [0.42, 0.42, 0.50], [-0.08, 0.42, -0.01], [-0.13, -0.12, -0.31], [0.20, 0.70, 0.65], [0.01, -0.14, -0.14], [-0.17, 0.17, 0.17], [-0.08, 0.35, -0.10]], "charge": -1, "homo_lumo_gap_ha": [0.0633, 0.3546], "homo_ev": [0.6175, -7.2307], "multiplicity": 2}


{"formula": "C26H47Cl30F9IOPSi", "method": "ωB97M-V/def2-TZVPD", "species": ["C", "C", "P", "C", "C", "Si", "I", "C", "C", "C", "O", "C", "F", "F", "C", "F", "F", "C", "F", "F", "C", "F", "F", "F", "H", "H", "H", "H", "H", "H", "H", "H", "H", "H", "H", "H", "H", "H", "H", "H", "H", "C", "Cl", "Cl", "H", "H", "C", "Cl", "Cl", "H", "H", "C", "Cl", "Cl", "H", "H", "C", "Cl", "Cl", "H", "H", "C", "Cl", "Cl", "H", "H", "C", "Cl", "Cl", "H", "H", "C", "Cl", "Cl", "H", "H", "C", "Cl", "Cl", "H", "H", "C", "Cl", "Cl", "H", "H", "C", "Cl", "Cl", "H", "H", "C", "Cl", "Cl", "H", "H", "C", "Cl", "Cl", "H", "H", "C", "Cl", "Cl", "H", "H", "C", "Cl", "Cl", "H", "H", "C", "Cl", "Cl", "H", "H"], "positions_angstrom": [[-4.794993, -5.289617, -2.533672], [-3.344672, -5.541700, -1.831070], [-3.267036, -4.439991, -0.298147], [-3.829114, -5.331599, 1.271117], [-2.714352, -6.223448, 1.995150], [-1.325755, -3.437011, -0.079419], [0.408845, -5.245922, 0.111569], [-0.885364, -2.488798, -1.709161], [-2.065078, -1.527058, -2.216918], [-2.327378, -1.686715, -3.809916], [-1.697442, -0.159964, -1.898546], [-1.142126, -2.352180, 1.498847], [0.123522, -1.679016, 1.373002], [-1.012000, -3.210684, 2.617084], [-2.236240, -1.200424, 1.677159], [-3.424272, -1.429612, 0.901733], [-1.698081, 0.003452, 1.151416], [-2.735503, -0.956395, 3.178468], [-3.574713, 0.197361, 3.142897], [-3.553557, -1.990044, 3.679840], [-1.582561, -0.642908, 4.248648], [-1.265632, -1.751559, 5.061686], [-0.439224, -0.061739, 3.722052], [-2.116186, 0.314555, 5.162488], [-5.410604, -6.245418, -2.461720], [-5.344955, -4.503305, -1.902619], [-4.680912, -4.922430, -3.620510], [-2.575876, -5.213373, -2.621539], [-3.144215, -6.647265, -1.632787], [-4.191714, -4.550466, 2.015062], [-4.675007, -6.048256, 0.974234], [-2.041747, -5.622764, 2.705103], [-2.091354, -6.865373, 1.299513], [-3.277706, -6.956365, 2.683534], [0.088216, -1.911550, -1.617618], [-0.757833, -3.294503, -2.516924], [-3.015569, -1.873728, -1.683169], [-1.476722, -2.240200, -4.321936], [-3.322123, -2.217106, -4.019774], [-2.433510, -0.616995, -4.212490], [-2.516762, 0.386943, -1.899235], [1.095151, 1.070210, -3.816773], [1.273800, 1.776736, -5.428026], [2.047540, -0.410551, -3.657563], [1.435644, 1.790379, -3.075347], [0.045526, 0.835002, -3.647631], [-4.833522, 3.003932, 5.071733], [-6.544999, 3.149017, 5.488905], [-4.354470, 4.245209, 3.907210], [-4.238057, 3.117325, 5.973684], [-4.656926, 2.022357, 4.635917], [5.061911, 2.869136, -5.695363], [6.087729, 1.629455, -6.426344], [5.613750, 4.492365, -6.125239], [4.041078, 2.738037, -6.049784], [5.093772, 2.761022, -4.612591], [-5.653188, 7.469673, 4.237244], [-7.363948, 7.616434, 4.655381], [-5.172089, 8.704429, 3.065520], [-5.057082, 7.588105, 5.140047], [-5.477954, 6.486018, 3.805779], [8.628661, 5.178987, -3.516769], [7.179817, 4.386165, -2.889902], [10.029011, 4.101581, -3.446913], [8.454666, 5.465646, -4.552344], [8.833732, 6.064561, -2.917935], [-2.991829, 0.801957, 8.544905], [-4.345122, 1.626228, 7.763009], [-3.415622, 0.289299, 10.182230], [-2.722747, -0.074236, 7.957859], [-2.146933, 1.485433, 8.594623], [4.087380, -4.035989, 1.490021], [4.274494, -3.336574, -0.121226], [5.040651, -5.515922, 1.660595], [4.422704, -3.312469, 2.230590], [3.036964, -4.271731, 1.653051], [2.670895, 5.622080, -8.576269], [1.321006, 6.424370, -9.387572], [2.228422, 5.119853, -6.940422], [2.956222, 4.742823, -9.150534], [3.509675, 6.313196, -8.518466], [8.251220, -6.001044, 0.294560], [8.436113, -5.302143, -1.318579], [9.205331, -7.480024, 0.463986], [8.587244, -5.276849, 1.034122], [7.201589, -6.236209, 0.458701], [-6.066643, 1.032305, 0.565694], [-7.140147, -0.024789, -0.358173], [-4.934940, 1.881067, -0.494880], [-6.666781, 1.766057, 1.100534], [-5.501570, 0.429850, 1.274691], [-4.796468, 12.061197, 1.342260], [-3.199358, 12.780034, 1.102454], [-5.973377, 13.275513, 1.856090], [-5.129952, 11.619882, 0.405048], [-4.725812, 11.290604, 2.108775], [10.274462, 3.843107, 0.089730], [11.751068, 4.647718, 0.635488], [8.888494, 4.303819, 1.086482], [10.077885, 4.128207, -0.942171], [10.414259, 2.765682, 0.155097], [-7.234064, -4.373507, -5.383054], [-5.768012, -3.560066, -4.821520], [-8.636212, -3.903668, -4.416310], [-7.413123, -4.101758, -6.421408], [-7.093268, -5.450077, -5.301918], [0.895874, 2.815427, 8.544483], [-0.042496, 2.305054, 7.135441], [-0.100315, 2.833184, 10.004627], [1.722008, 2.121896, 8.688502], [1.281809, 3.817485, 8.367419], [11.055675, -6.497749, -3.520672], [9.994288, -7.555963, -4.457624], [12.193314, -5.641199, -4.568917], [10.447281, -5.769054, -2.989183], [11.616217, -7.100370, -2.808493]], "forces_ev_per_a": [[0.39, -0.33, 0.88], [0.01, -0.27, -1.22], [-1.41, 0.42, -0.04], [0.92, -1.11, 0.47], [-0.66, -0.56, 1.10], [0.99, -1.03, -1.63], [0.07, 0.53, 0.07], [-0.49, 0.23, -0.63], [-0.12, -0.96, -0.63], [-0.30, 0.56, 0.55], [-1.05, -0.58, -0.04], [1.52, 0.46, 0.26], [-2.13, -1.15, 0.46], [-0.68, 1.82, -1.20], [-0.73, 1.39, -0.83], [2.59, 0.04, 1.72], [-1.22, -2.53, 1.49], [-1.76, 0.78, 0.47], [1.71, -2.18, -0.13], [1.98, 1.84, -1.30], [0.56, 1.05, 2.89], [-0.51, 2.43, -2.41], [-2.45, -1.70, 0.86], [1.07, -1.97, -1.93], [0.74, 1.19, -0.36], [0.69, -1.01, -1.24], [-0.02, -1.16, 2.40], [-0.80, -0.37, 1.51], [-0.27, 1.49, -0.12], [0.21, -0.97, -1.14], [1.00, 1.36, 0.33], [-0.85, -0.73, -1.36], [-0.74, 1.01, 0.71], [0.84, 1.00, -0.94], [-1.12, -0.71, -0.11], [0.03, 0.98, 1.30], [1.06, 0.91, -0.62], [-1.08, 0.84, 0.54], [1.50, 0.61, 0.35], [0.27, -1.64, 0.33], [0.77, -0.62, 0.04], [-0.21, 0.06, 0.21], [-0.04, 0.11, -0.02], [-0.03, -0.03, 0.09], [0.06, -0.11, -0.16], [0.16, -0.06, -0.06], [0.08, -0.07, -0.01], [0.02, -0.06, 0.05], [0.21, -0.14, -0.17], [-0.15, 0.22, -0.36], [-0.07, 0.17, -0.01], [-0.20, -0.11, 0.12], [-0.05, -0.04, 0.05], [0.03, 0.08, -0.01], [0.17, 0.07, -0.05], [0.14, 0.06, -0.16], [0.03, -0.21, 0.12], [0.04, -0.07, 0.05], [0.12, -0.02, -0.05], [-0.12, 0.10, -0.13], [-0.16, 0.32, 0.02], [-0.09, 0.25, -0.12], [0.00, 0.06, 0.09], [0.08, 0.05, -0.21], [0.00, -0.19, 0.11], [-0.02, -0.21, 0.02], [0.31, -0.10, 0.04], [-0.02, -0.26, 0.29], [0.09, -0.02, -0.01], [-0.17, 0.09, 0.08], [-0.25, -0.06, 0.08], [-0.20, 0.25, 0.09], [-0.06, 0.04, 0.07], [-0.14, -0.05, 0.19], [0.09, -0.13, -0.15], [0.15, -0.07, -0.14], [0.23, -0.03, -0.10], [0.06, 0.01, -0.07], [-0.03, -0.06, 0.00], [-0.15, 0.09, 0.11], [-0.19, -0.04, 0.07], [-0.11, 0.01, 0.18], [-0.16, 0.13, 0.05], [0.00, -0.02, 0.08], [0.05, -0.10, -0.16], [0.27, -0.01, -0.19], [-0.05, -0.07, 0.27], [0.00, -0.02, 0.09], [0.11, 0.06, 0.05], [0.06, -0.04, -0.20], [-0.02, 0.03, -0.21], [-0.06, -0.23, 0.00], [0.04, -0.09, -0.03], [-0.06, -0.09, 0.00], [0.05, 0.18, 0.09], [0.02, 0.26, -0.05], [-0.03, -0.11, -0.16], [0.06, -0.04, -0.07], [-0.08, -0.05, -0.04], [0.05, 0.02, 0.31], [-0.01, 0.17, 0.11], [-0.11, -0.16, -0.18], [-0.49, 0.78, -0.91], [0.00, -0.07, -0.06], [0.03, 0.07, 0.19], [0.02, 0.17, 0.12], [0.26, 0.09, 0.05], [0.11, 0.01, -0.14], [0.06, 0.01, 0.04], [-0.21, 0.01, -0.01], [-0.18, -0.11, 0.01], [-0.02, 0.04, 0.22], [-0.05, -0.02, 0.09], [0.06, 0.05, 0.06], [0.11, -0.12, -0.20], [-0.05, 0.03, -0.19]], "homo_lumo_gap_ha": 0.3051, "homo_ev": -8.3189}